Run A
Computed, not measured: a 2-piece molecular cluster, C4H15N3O overall, with ωB97M-V with the def2-TZVPD basis set.

Geometry as ORCA input:
```
! wB97M-V def2-TZVPD RIJCOSX def2/J DEFGRID3
* xyz 0 1
H 0.500 -0.042 -1.658
C 2.083 -1.070 -1.201
H -1.066 -0.228 -0.112
H 3.035 -0.618 -1.493
H 0.832 -1.464 1.862
H 0.218 -1.945 0.300
H -2.730 2.433 -4.145
N 1.061 -0.699 -2.173
O -2.550 1.871 -3.354
H -2.275 0.705 1.639
H 0.043 0.570 3.496
H -0.438 1.887 2.690
H 2.321 -2.124 -1.100
N -0.768 0.995 3.056
H 2.281 0.136 0.553
H 0.450 -1.499 -2.335
C 0.634 -1.099 0.847
H 0.019 0.974 0.550
N 1.900 -0.741 0.235
C -0.451 0.009 0.767
H -2.063 2.457 -2.796
C -1.352 0.221 1.967
H -1.683 -0.728 2.406
*
```

## Properties
SMILES: NCCCNCN.O
orbital gap: 0.336 hartree



Run B
Computed, not measured: a 2-piece molecular cluster, C4H15N3O overall, with ωB97M-V with the def2-TZVPD basis set.

Geometry as ORCA input:
```
! wB97M-V def2-TZVPD RIJCOSX def2/J DEFGRID3
* xyz 0 1
H -1.732 2.225 0.099
H -1.919 1.199 -1.259
H 1.387 1.031 -1.287
C 0.514 1.182 1.224
C -1.141 1.668 -0.647
C -0.153 0.642 -0.032
H 1.250 -0.871 -2.689
H -0.413 0.095 2.733
H 0.132 2.166 1.527
N 0.848 0.225 -1.000
H -0.833 -2.548 1.962
C 0.378 -0.602 -2.095
H -0.795 -0.199 0.248
O -0.097 -2.567 1.342
H -0.290 -0.095 -2.801
H 0.591 -2.562 -1.686
H 0.463 -1.829 1.651
H -0.565 -1.863 -0.746
H 1.099 0.545 3.080
H 1.550 1.409 0.976
H -0.617 2.415 -1.248
N 0.505 0.224 2.325
N -0.161 -1.890 -1.678
*
```

## Properties
SMILES: C[C@H](CN)NCN.O
orbital gap: 0.348 hartree



Run C
Computed, not measured: a 2-piece molecular cluster, C4H15N3O overall, with ωB97M-V with the def2-TZVPD basis set.

Geometry as ORCA input:
```
! wB97M-V def2-TZVPD RIJCOSX def2/J DEFGRID3
* xyz 0 1
H -0.948 -0.462 1.561
H 1.485 -0.110 0.527
C -0.211 1.041 -0.220
H -2.737 -2.480 0.988
H 0.528 1.480 -0.978
H -2.978 2.190 -0.077
N -0.151 -0.988 1.299
H 0.643 -0.869 -0.842
C -2.303 2.071 -0.913
H 0.018 -2.867 0.273
N -2.015 -2.258 0.330
C 0.502 -0.315 0.159
H 6.446 0.848 0.349
H -0.176 1.836 0.606
H -2.862 2.070 -1.827
H -2.229 -2.899 -0.431
H -0.799 -2.920 1.842
N -1.399 0.886 -1.038
C -0.612 -2.314 0.913
H -1.623 2.950 -0.778
H -1.896 -0.053 -0.829
O 6.669 1.739 0.010
H 6.647 1.425 -0.922
*
```

## Properties
SMILES: CNCCNCN.O
orbital gap: 0.339 hartree



Question: of the structures shown, which is the least stable? Reply: run C.